Formula: H2N2O3
Source: the Open Molecules 2025 dataset
Level of theory: the ωB97M-V functional and the def2-TZVPD basis

Calculated values
Spin multiplicity: 3
Energy above the lowest of the compared OMol25 structures with the same formula, charge and spin, kJ/mol: 261.94
Highest occupied orbital energy (alpha / beta), eV: -6.2 / -11.0
E_LUMO (alpha / beta), eV: 0.7 / -2.6

Element x y z (Å)
N  2.987  -0.524  1.149
N  2.794  -0.209  0.102
O  -0.405  -0.573  -0.007
O  2.744  0.261  -0.946
O  0.288  0.658  0.299
H  -0.279  1.180  0.964
H  -0.715  -0.484  -0.950

=====

Formula: C4H8N2O
Source: the Open Molecules 2025 dataset
Level of theory: the ωB97M-V functional and the def2-TZVPD basis

Calculated values
Energy above the lowest of the compared OMol25 structures with the same formula, charge and spin, kJ/mol: 230.45
Highest occupied orbital energy (alpha / beta), eV: -7.2 / -7.2
E_LUMO (alpha / beta), eV: 0.4 / 0.4

Element x y z (Å)
C  0.415  -1.061  1.657
C  0.053  -0.221  0.470
C  -0.734  -0.610  -1.801
N  -0.698  -0.803  -0.493
C  0.679  1.084  0.303
O  1.553  1.477  1.071
N  0.224  1.921  -0.717
H  1.313  -1.660  1.452
H  0.639  -0.429  2.516
H  -0.387  -1.760  1.932
H  -1.512  -1.080  -2.377
H  0.017  0.007  -2.261
H  -1.315  -1.543  -0.160
H  -0.722  1.795  -1.059
H  0.476  2.883  -0.534

=====

Formula: C3H12NOS
Source: the Open Molecules 2025 dataset
Level of theory: the ωB97M-V functional and the def2-TZVPD basis

Calculated values
Energy above the lowest of the compared OMol25 structures with the same formula, charge and spin, kJ/mol: 39.53
Net charge: +1
Highest occupied orbital energy, eV: -13.2
E_LUMO, eV: -3.3

Element x y z (Å)
C  -0.341  0.873  -2.051
C  -0.153  0.093  -0.777
C  -0.468  -1.377  -0.837
S  0.352  -2.165  0.569
N  -0.853  0.718  0.438
H  0.468  0.658  -2.743
H  -1.257  0.564  -2.561
H  -0.370  1.948  -1.924
H  0.870  0.226  -0.417
H  0.027  -1.742  -1.739
H  -1.530  -1.572  -0.953
H  -0.037  -3.428  0.354
H  -0.765  1.709  0.534
H  -0.520  0.315  1.317
H  -1.864  0.537  0.446
H  2.756  1.025  2.965
H  1.816  0.879  4.162
O  1.869  0.739  3.217